The following is a DFT calculation (the ωB97M-V functional and the def2-TZVPD basis) of 2 unconnected molecules or ions with the total composition C29H31N7O5 at a distorted geometry.

ORCA input file:
```
! RIJCOSX wB97M-V def2-TZVPD def2/J DEFGRID3
* xyz 0 1
C -2.25 5.75 -0.46
N -2.13 4.31 -0.36
C -3.22 3.52 -0.13
O -4.37 3.92 0.06
C -2.74 2.07 -0.14
C -3.33 1.25 -1.29
C -4.84 1.11 -1.19
C -5.66 1.57 -2.23
C -7.05 1.58 -2.05
C -7.60 1.04 -0.88
C -6.78 0.50 0.12
C -5.39 0.53 -0.05
N -1.29 2.21 -0.25
C -0.50 1.12 -0.22
C 0.88 1.18 -0.31
C 1.76 0.12 -0.15
C 3.17 0.29 -0.35
C 3.73 1.57 -0.61
C 5.12 1.71 -0.80
N 5.67 3.02 -0.99
O 6.91 3.12 -1.13
O 4.91 4.01 -1.00
C 5.97 0.60 -0.77
C 5.43 -0.66 -0.52
C 4.07 -0.82 -0.28
C -0.85 3.61 -0.44
C -0.20 3.87 -1.80
C 0.09 4.13 0.66
H -3.31 6.01 -0.42
H -1.72 6.25 0.35
H -1.83 6.11 -1.41
H -2.99 1.60 0.83
H -3.05 1.73 -2.25
H -2.88 0.25 -1.27
H -5.21 1.94 -3.15
H -7.69 2.01 -2.82
H -8.69 1.05 -0.74
H -7.21 0.08 1.03
H -4.73 0.10 0.71
H -1.00 0.16 -0.11
H 1.31 2.16 -0.53
H 1.41 -0.88 0.12
H 3.13 2.48 -0.66
H 7.03 0.77 -0.94
H 6.09 -1.52 -0.51
H 3.62 -1.79 -0.04
H -0.90 3.63 -2.61
H 0.08 4.94 -1.85
H 0.71 3.27 -1.93
H -0.42 4.08 1.63
H 1.02 3.56 0.70
H 0.34 5.18 0.43
C 3.23 -5.57 4.23
N 2.58 -5.34 2.96
C 2.09 -6.50 2.35
O 2.22 -7.61 2.86
N 1.42 -6.35 1.10
C 0.89 -7.54 0.45
C 1.30 -5.12 0.55
C 1.84 -3.95 1.16
C 2.54 -4.04 2.42
O 3.06 -3.07 2.97
N 1.58 -2.90 0.35
C 0.89 -3.42 -0.71
N 0.70 -4.78 -0.62
H 3.55 -4.62 4.64
H 2.53 -6.06 4.91
H 4.10 -6.22 4.09
H 0.41 -7.21 -0.47
H 1.72 -8.23 0.21
H 0.18 -8.04 1.11
H 0.52 -2.81 -1.54
*
```

The calculation puts the energy above the lowest of the compared OMol25 structures with the same formula, charge and spin at 0.0 kcal/mol. The LUMO energy is -0.097 Ha. For the HOMO-LUMO gap, the calculation gives 3.78 eV.

The molecule's Mulliken atomic charges, reported in e, are given here: -0.95 0.29 0.25 -0.70 -0.07 -0.53 0.46 -0.38 -0.58 -0.40 -0.72 -0.21 0.62 0.22 0.52 -0.16 0.56 -0.61 -0.43 0.97 -0.61 -0.59 -0.36 -0.82 -0.05 0.11 -1.54 -1.51 0.38 0.30 0.31 0.34 0.32 0.44 0.32 0.36 0.36 0.37 0.37 0.65 -1.33 0.94 0.62 0.50 0.42 0.36 0.33 0.51 0.36 0.35 0.39 0.47 -1.13 0.02 0.35 -0.67 0.04 -1.05 1.56 -0.39 0.21 -0.73 -0.40 -0.60 -0.81 0.38 0.31 0.31 0.39 0.28 0.28 0.42

=====

The following is a DFT calculation (the ωB97M-V functional and the def2-TZVPD basis) of 2 unconnected molecules or ions with the total composition C4H9NS at a distorted geometry.

ORCA input file:
```
! RIJCOSX wB97M-V def2-TZVPD def2/J DEFGRID3
* xyz 0 1
C -0.48 -0.78 1.32
C -1.50 -0.54 0.53
C -2.81 -1.30 0.50
N -1.46 0.43 -0.42
H -0.41 -1.67 1.78
H 0.43 -0.16 1.35
H -3.27 -1.64 1.44
H -3.54 -0.70 0.03
H -2.54 -2.23 -0.12
H -0.69 1.07 -0.35
H -2.37 0.84 -0.55
C 3.15 0.16 -0.09
S 4.59 0.74 -0.35
H 2.40 0.91 -0.05
H 2.79 -0.77 0.37
*
```

The calculation puts the energy above the lowest of the compared OMol25 structures with the same formula, charge and spin at 57.3 kcal/mol. The LUMO energy is -0.012 Ha. Its SMILES is C=C(C)N.C=S. For the HOMO-LUMO gap, the calculation gives 7.96 eV.

The molecule's Mulliken atomic charges, reported in e, are given here: -1.02 0.91 -1.16 -0.47 0.28 0.14 0.30 0.37 0.22 0.19 0.22 -0.22 -0.20 0.18 0.25

=====

The following is a DFT calculation (the ωB97M-V functional and the def2-TZVPD basis) of a molecular structure, C4H8O2.

ORCA input file:
```
! RIJCOSX wB97M-V def2-TZVPD def2/J DEFGRID3
* xyz 0 1
O -1.46 2.08 1.04
C 0.35 0.24 -0.46
C 1.61 -0.31 0.15
C 0.31 -0.73 0.72
O -0.31 -1.75 -0.05
C -0.42 -0.85 -1.17
H -2.19 1.84 0.46
H 0.15 1.30 -0.55
H 2.13 0.43 0.76
H 2.25 -1.01 -0.38
H -0.97 1.26 1.13
H 0.03 -0.68 1.77
H -0.02 -1.27 -2.10
H -1.48 -0.57 -1.32
*
```

The calculation puts the energy above the lowest of the compared OMol25 structures with the same formula, charge and spin at 72.4 kcal/mol. The LUMO energy is 0.032 Ha. For the HOMO-LUMO gap, the calculation gives 10.50 eV.

The molecule's Mulliken atomic charges, reported in e, are given here: -0.68 -0.47 -0.60 -0.26 -0.44 -0.32 0.33 0.62 0.25 0.24 0.35 0.53 0.26 0.20

=====

The following is a DFT calculation (the ωB97M-V functional and the def2-TZVPD basis) of 2 unconnected molecules or ions with the total composition C3H6I2 at a distorted geometry.

ORCA input file:
```
! RIJCOSX wB97M-V def2-TZVPD def2/J DEFGRID3
* xyz 0 1
C 0.67 1.26 0.63
C -1.09 -1.51 -0.56
C 1.01 0.19 -0.25
I -2.80 -0.88 0.27
I 2.66 -1.08 0.16
H -0.43 1.43 0.29
H 0.77 1.08 1.62
H 1.25 2.17 0.31
H -1.06 -1.69 -1.60
H -0.45 -2.21 -0.12
H 0.68 0.14 -1.25
*
```

The calculation puts the energy above the lowest of the compared OMol25 structures with the same formula, charge and spin at 82.5 kcal/mol. The LUMO energy (spin up / spin down) is 0.005 / -0.008 Ha. For the HOMO-LUMO gap (spin up / spin down), the calculation gives 8.34 / 7.62 eV.

The molecule's Mulliken atomic charges, reported in e, are given here: -0.76 -0.95 -0.71 0.11 0.02 0.18 0.39 0.27 0.44 0.38 0.63

=====

The following is a DFT calculation (the ωB97M-V functional and the def2-TZVPD basis) of 6 unconnected molecules or ions with the total composition CH12O6 at a distorted geometry.

ORCA input file:
```
! RIJCOSX wB97M-V def2-TZVPD def2/J DEFGRID3
* xyz 0 1
C -1.67 0.25 -2.67
O -1.82 0.65 -1.45
H -0.93 -0.65 -2.85
H -1.68 0.90 -3.55
O 2.36 0.30 0.25
H 1.93 0.80 0.94
H 3.30 0.20 0.52
O -0.75 -2.17 0.47
H -0.57 -2.99 0.90
H -0.03 -1.99 -0.20
O -1.46 0.52 1.83
H -1.20 -0.36 1.38
H -1.66 0.85 0.98
O 1.42 -1.02 -1.60
H 2.24 -0.69 -1.91
H 1.12 -0.27 -1.06
O 1.06 1.63 2.43
H 0.19 1.24 2.23
H 0.82 2.24 3.12
*
```

The calculation puts the energy above the lowest of the compared OMol25 structures with the same formula, charge and spin at 35.0 kcal/mol. The LUMO energy is -0.007 Ha. Its SMILES is C=O.O.O.O.O.O. For the HOMO-LUMO gap, the calculation gives 10.32 eV.

The molecule's Mulliken atomic charges, reported in e, are given here: -0.05 -0.43 0.18 0.27 -0.60 0.37 0.26 -0.64 0.28 0.39 -0.72 0.35 0.36 -0.67 0.27 0.38 -0.70 0.39 0.30